Formula: C22H36As3N3O5Re
Source: the Open Molecules 2025 dataset
Level of theory: ωB97M-V/def2-TZVPD

As for the spin multiplicity: 2. The HOMO-LUMO gap (alpha / beta) comes out at 7.84 / 7.45 eV. The molecular weight is 833.52 Da. Its expectation value of S² is 0.787. For the relative energy (zero: lowest compared OMol25 entry of this formula, charge and spin), the calculation gives 14.4 kcal per mole. The value obtained for the total energy is -222751.8377 eV.

Geometry as XYZ:
```
70
C22H36As3N3O5Re (ωB97M-V/def2-TZVPD)
Re 0.63600 -0.81163 -0.77543
O -0.88414 5.41911 -0.04190
C -0.60954 4.10242 -0.15396
C -0.92390 3.36123 -1.28286
C -0.57935 2.02653 -1.30746
N 0.03597 1.41666 -0.28893
C 0.28848 2.12652 0.82090
C -0.00493 3.46736 0.92469
C 0.83149 1.35242 2.01481
O 1.50000 1.97582 2.84482
O 0.52191 0.12810 2.00196
C -0.98349 1.14597 -2.47184
O -1.74101 1.59591 -3.31571
O -0.51036 -0.04546 -2.40518
H -1.28245 5.73795 -0.85894
H -1.43249 3.77977 -2.14286
H 0.22322 3.99620 1.83966
C -2.79342 0.20854 0.58491
As -1.58175 -1.27719 0.33242
C -2.76566 -2.45719 -0.65240
C -1.61120 -2.00959 2.13101
C -0.62924 -3.12860 2.50384
C -0.71996 -4.25255 1.45904
C 0.83528 -2.66328 2.61941
As 1.79631 -2.14051 1.00686
C 2.52037 -3.86522 0.46194
C 3.39366 -1.42118 1.84355
C -1.04753 -3.71317 3.86742
As -1.22678 -2.67280 5.55055
C -3.02116 -1.92855 5.26592
C -0.23721 -0.99564 5.33535
H -3.71297 -0.17003 1.02809
H -3.01549 0.67147 -0.37526
H -2.34068 0.94513 1.24609
H -3.60805 -2.76911 -0.03524
H -2.22339 -3.32840 -1.01001
H -3.13336 -1.90446 -1.51655
H -2.63322 -2.36680 2.28419
H -1.45405 -1.14997 2.77819
H -0.38989 -3.90074 0.47933
H -1.74659 -4.61505 1.36647
H -0.08639 -5.09541 1.74463
H 1.41360 -3.48538 3.04934
H 0.92576 -1.80131 3.27125
H 2.73752 -4.46612 1.34297
H 3.44771 -3.70210 -0.08823
H 1.82498 -4.39405 -0.18561
H 3.74130 -2.10474 2.61604
H 3.15742 -0.45288 2.28293
H 4.16764 -1.30213 1.08501
H -0.35024 -4.51603 4.12039
H -2.02814 -4.19022 3.76141
H -3.70873 -2.72796 4.98818
H -3.03710 -1.15700 4.49592
H -3.36907 -1.49308 6.20197
H 0.83449 -1.16712 5.42252
H -0.54331 -0.36769 6.17355
H -0.43206 -0.45543 4.41013
C 1.50495 -1.91542 -2.03095
H 2.23178 -2.70928 -1.85008
H 1.28235 -1.78967 -3.09482
N 4.35520 1.71096 -0.41330
C 4.67220 0.94626 -1.51113
C 3.58522 0.16851 -1.73580
N 2.61290 0.44111 -0.78152
C 3.11621 1.38032 -0.00687
H 4.94518 2.39425 0.02636
H 5.61443 1.02715 -2.02357
H 3.42324 -0.56629 -2.50204
H 2.65325 1.83538 0.85385
```